[1]
10
Properties=species:S:1:pos:R:3:forces:R:3:mulliken_charge:R:1 method="wB97M-V/def2-TZVPD" spin_multiplicity=3 homo_lumo_gap_ev="6.61 / 6.14" lumo_energy_ev="0.021 / -2.760" homo_ev="-6.591 / -8.899"
C 0.88785 -0.07023 0.74397 1.423 -1.161 0.661 -0.473
C 0.29091 0.32285 -0.43179 -1.998 1.743 -2.859 0.895
C -1.34866 -0.71983 2.02685 -0.002 1.051 1.713 0.034
N -0.99258 0.81165 -0.58146 3.584 -0.585 -0.677 -0.476
O 1.06446 0.10984 -1.55452 -0.322 0.242 -0.375 -0.507
S -2.20286 -0.51019 0.75014 -1.894 -1.762 0.323 -0.056
S 0.23755 -0.25018 2.35298 0.080 -0.808 -0.958 -0.019
Br -1.77334 0.72700 -2.30307 0.757 0.324 0.588 -0.026
H 1.80266 -0.66813 0.47098 -0.533 1.055 1.039 0.265
H 2.03400 0.24721 -1.47407 -1.095 -0.099 0.545 0.363



[2]
9
Properties=species:S:1:pos:R:3:forces:R:3:mulliken_charge:R:1 method="wB97M-V/def2-TZVPD" homo_lumo_gap_ev=7.76 relative_energy_kcal_mol=0.0 lumo_energy_ev=3.488 total_charge=-1 homo_ev=-4.269
C -1.09403 0.45631 -0.62021 0.130 -0.660 1.140 -0.302
C -0.04393 0.27069 0.17052 0.482 -0.150 -0.704 -0.249
C -1.29940 -0.47848 0.46471 0.096 0.644 -0.505 -0.224
O 2.75934 0.22945 1.20744 -0.159 -0.138 -0.340 -0.544
O 2.44703 1.35359 -0.94099 -0.174 -0.247 0.026 -0.537
S 2.21457 0.14547 -0.14861 -0.430 0.455 0.567 0.605
Br -1.44341 -2.48302 0.01356 0.002 0.009 0.050 -0.373
H -1.59218 0.86990 -1.46701 0.026 0.231 -0.341 0.335
H -1.94799 -0.36390 1.32060 0.029 -0.145 0.107 0.288



[3]
13
Properties=species:S:1:pos:R:3:forces:R:3:mulliken_charge:R:1 method="wB97M-V/def2-TZVPD" spin_multiplicity=8 homo_lumo_gap_ev="8.34 / 6.71" relative_energy_kcal_mol=0.0 lumo_energy_ev="-18.612 / -22.182" total_charge=+4 homo_ev="-26.952 / -28.892"
Ir -0.26296 -0.32366 -2.85713 -3.004 -2.219 -0.094 1.406
Er -1.77398 0.66722 -0.53104 -1.171 -2.950 0.035 1.311
Cl -2.23378 -1.56606 -1.93327 0.687 1.425 -0.733 -0.128
Cl -2.10165 2.70012 0.69138 -0.587 3.104 1.808 0.345
C 0.67162 0.60203 -1.45476 5.289 3.086 3.547 -0.023
C 0.68891 -1.92960 -2.45004 5.014 -7.095 3.009 0.376
C 0.41916 0.98480 -4.01138 1.599 7.645 -5.481 0.467
O 1.62242 1.09971 -0.97359 -4.150 -2.200 -2.129 -0.059
O 1.31088 -2.77742 -1.96655 -2.823 3.704 -2.484 0.017
O 0.70810 1.96814 -4.55720 -0.883 -4.680 2.293 -0.017
O -1.19841 -0.80434 1.02414 -0.046 0.640 -0.781 -0.508
H -1.33503 -1.76744 0.94394 -0.003 -0.209 0.421 0.412
H -0.77536 -0.61959 1.88029 0.079 -0.250 0.589 0.400



[4]
10
Properties=species:S:1:pos:R:3:forces:R:3:mulliken_charge:R:1 method="wB97M-V/def2-TZVPD" homo_lumo_gap_ev=7.66 relative_energy_kcal_mol=0.0 lumo_energy_ev=2.745 total_charge=-1 homo_ev=-4.918
C 0.55219 1.02654 -0.95551 0.247 -1.361 -1.303 0.610
C -0.80720 -0.72727 0.31719 -0.641 0.880 -0.311 -0.871
C 0.43238 0.06603 0.35638 1.071 0.702 -0.747 0.069
O 0.59837 2.24045 -0.82191 -0.034 0.017 0.609 -0.663
O 0.57176 0.29599 -1.97928 -0.196 0.519 0.601 -0.673
Cl -2.27529 0.31889 0.40021 -0.045 0.010 -0.608 -0.226
Cl 0.63971 0.94259 1.82426 -0.004 0.601 1.169 -0.169
I 2.00844 -1.45923 0.25855 -0.027 0.121 -0.032 0.033
H -0.72398 -1.36309 -0.52137 -0.646 -0.174 -1.457 0.414
H -0.99639 -1.34090 1.12148 0.274 -1.316 2.078 0.476



[5]
9
Properties=species:S:1:pos:R:3:forces:R:3:mulliken_charge:R:1 method="wB97M-V/def2-TZVPD" homo_lumo_gap_ev=9.03 relative_energy_kcal_mol=39.2 lumo_energy_ev=0.199 smiles=Clc1nccn1Cl homo_ev=-8.828
Cl 0.50827 -2.54027 0.91369 0.221 -1.827 0.383 -0.163
C 0.31740 -0.95211 0.55952 -0.708 1.849 -1.253 0.374
N 0.70731 0.07040 1.26605 0.091 -1.569 -0.320 -0.520
C 0.32966 1.17211 0.57169 -0.908 -1.484 -0.590 -0.300
C -0.38371 0.80498 -0.54934 0.097 3.852 -1.397 -0.251
N -0.35223 -0.52940 -0.61707 0.588 -2.170 1.418 0.036
Cl -0.98418 -1.55908 -1.82438 0.270 0.742 0.645 0.022
H 0.63166 2.04525 1.04424 -0.072 1.946 -0.050 0.463
H -0.77419 1.48811 -1.36439 0.421 -1.337 1.165 0.338



[6]
15
Properties=species:S:1:pos:R:3:forces:R:3:mulliken_charge:R:1 method="wB97M-V/def2-TZVPD" homo_lumo_gap_ev=7.68 lumo_energy_ev=-11.701 total_charge=+2 homo_ev=-19.383
V -0.60257 -0.96596 0.20637 -1.605 0.821 -1.759 0.917
O 2.10635 -2.51031 1.97781 0.089 -0.568 0.391 -0.356
Cl 1.57518 -1.47305 1.26045 1.777 0.151 -0.249 1.665
O 2.28302 -0.28564 1.14671 0.436 0.185 0.220 -0.391
O 1.07142 -1.90031 -0.09724 0.099 -0.469 -0.373 -0.471
O 0.15778 -1.10270 1.77995 -0.332 0.062 2.393 -0.541
Cl -1.42070 -2.28408 -1.41356 0.167 -0.863 -0.966 0.200
C -2.45226 -1.25263 -0.55470 -0.961 0.018 0.491 -0.187
H -3.10624 -1.75846 0.16209 0.123 -0.074 0.035 0.354
H -2.94599 -0.48397 -1.14177 0.248 0.155 -0.004 0.376
N 1.50422 5.06008 -0.91351 -0.062 -0.213 0.019 -0.150
C 1.13040 3.97500 -0.80146 0.264 0.606 -0.079 0.471
N 0.70013 2.74797 -0.66983 -0.277 -0.485 0.068 0.064
C 0.25017 1.69031 -0.53681 0.411 0.846 -0.191 0.446
N -0.25091 0.54376 -0.40451 -0.375 -0.172 0.004 -0.396